Entry 1:
Formula: C28H40F3GaOP
Source: OMol25
Level of theory: wB97M-V/def2-TZVPD

Last column: Mulliken charge in e.
Atoms and positions in Å:
C: 0.052 -3.345 0.395  -1.3150
C: -1.408 -2.908 0.231  -0.5119
C: -1.525 -1.414 -0.146  -0.3611
C: -1.951 -0.469 1.004  0.7265
C: -0.796 0.457 1.415  -1.5322
Ga: -3.555 0.675 0.538  -0.8418
C: -5.418 -0.073 0.777  -1.3283
C: -5.662 -1.530 0.352  0.6709
C: -5.141 -1.812 -1.071  -1.1154
C: -5.069 -2.521 1.381  -1.2095
P: -3.232 1.576 -1.666  0.5266
O: -2.866 3.032 -1.812  -0.6877
C: -3.509 2.334 1.777  0.7004
F: -2.557 3.275 1.548  -0.2320
F: -3.324 1.997 3.099  -0.3020
F: -4.672 3.044 1.794  -0.3148
H: 0.551 -3.350 -0.580  0.3088
H: 0.593 -2.664 1.060  0.2398
H: 0.136 -4.358 0.810  0.4386
H: -1.884 -3.536 -0.535  0.2746
H: -1.957 -3.097 1.162  0.2196
H: -2.181 -1.323 -1.020  0.4162
H: -0.536 -1.085 -0.505  0.0625
H: -2.188 -1.094 1.877  0.3623
H: -0.629 1.265 0.689  0.4107
H: 0.148 -0.103 1.497  0.1575
H: -0.991 0.936 2.380  0.3480
H: -6.138 0.580 0.263  0.4861
H: -5.643 0.031 1.850  0.4952
H: -6.749 -1.701 0.324  0.5414
H: -5.151 -0.900 -1.680  0.1523
H: -5.751 -2.561 -1.591  0.4102
H: -4.112 -2.189 -1.049  0.0870
H: -4.453 -1.998 2.120  0.2607
H: -4.435 -3.276 0.905  0.2394
H: -5.855 -3.056 1.928  0.3124
H: -4.386 1.238 -2.437  -0.0501
H: -2.338 0.732 -2.392  -0.0284
C: -1.620 5.479 3.627  -0.1571
C: -1.315 6.134 2.441  -0.3871
C: -0.478 7.242 2.459  -0.3921
C: 0.054 7.698 3.658  -0.3819
C: -0.251 7.043 4.843  -0.2808
C: -1.088 5.935 4.826  -0.5507
H: -2.264 4.610 3.606  0.2928
H: -1.726 5.768 1.508  0.4199
H: -0.239 7.751 1.533  0.3525
H: 0.709 8.561 3.668  0.3397
H: 0.165 7.396 5.780  0.3451
H: -1.325 5.421 5.749  0.3551
C: 4.198 -1.512 -0.994  0.0952
C: 4.507 -1.526 0.359  -0.5420
C: 3.796 -0.722 1.240  -0.4074
C: 2.777 0.094 0.768  -0.5583
C: 2.467 0.107 -0.585  -0.2857
C: 3.180 -0.695 -1.465  -0.5291
H: 4.752 -2.139 -1.682  0.1930
H: 5.299 -2.166 0.728  0.3807
H: 4.031 -0.735 2.296  0.3880
H: 2.211 0.712 1.453  0.4867
H: 1.663 0.734 -0.948  0.4242
H: 2.936 -0.686 -2.520  0.3636
C: 8.148 -3.882 -4.948  -0.3643
C: 7.580 -2.979 -5.836  -0.3494
C: 6.277 -2.541 -5.642  -0.4046
C: 5.542 -3.005 -4.560  -0.3069
C: 6.111 -3.908 -3.672  -0.3863
C: 7.414 -4.346 -3.865  -0.4048
H: 9.165 -4.222 -5.098  0.3477
H: 8.153 -2.615 -6.679  0.3516
H: 5.833 -1.836 -6.334  0.3583
H: 4.527 -2.663 -4.407  0.3846
H: 5.537 -4.269 -2.828  0.4361
H: 7.857 -5.049 -3.171  0.3561

Results
Kohn-Sham gap: 7.23 eV
Energy relative to the best compared isomer or geometry (same formula, charge and spin): 8.0 kJ/mol
Total energy: -3731.9570 Ha
HOMO level: -5.01 eV
Maximum force: 0.0090 hartree/bohr
M: 550.318 g/mol
Charge: -1



Entry 2:
Formula: C3H2O3S
Source: OMol25
Level of theory: wB97M-V/def2-TZVPD

Last column: Mulliken charge in e.
Atoms and positions in Å:
C: 1.456 1.735 -0.671  -0.0284
C: 3.637 -1.095 -0.044  0.7240
C: 0.272 -0.275 -0.194  -0.1288
O: 3.552 0.026 -0.253  -0.3329
O: 0.999 -0.805 0.606  -0.4272
O: 3.652 -2.247 -0.012  -0.3702
S: 2.027 2.718 0.317  -0.0198
H: -0.134 0.622 -0.035  0.2984
H: 0.191 -0.617 -1.219  0.2849

Results
Kohn-Sham gap: 9.69 eV
Energy relative to the best compared isomer or geometry (same formula, charge and spin): 334.1 kJ/mol
Total energy: -739.3240 Ha
HOMO level: -10.04 eV
Maximum force: 0.0866 hartree/bohr
M: 118.113 g/mol
Charge: 0



Entry 3:
Formula: C35H37F3GeN4O5OsS
Source: OMol25
Level of theory: wB97M-V/def2-TZVPD

Last column: Mulliken charge in e.
Atoms and positions in Å:
Os: -1.248 1.068 -0.288  1.9866
N: -0.558 -3.691 -7.238  -0.4762
C: -0.991 -2.790 -6.304  0.9350
C: -1.578 -3.230 -5.107  -0.7463
C: -1.984 -2.319 -4.156  -0.2649
C: -1.790 -0.957 -4.375  -0.2602
C: -1.217 -0.503 -5.561  -0.4684
C: -0.821 -1.412 -6.515  -0.8710
S: -2.406 0.180 -3.222  1.3150
O: -2.672 1.432 -3.866  -0.7790
O: -3.381 -0.462 -2.389  -0.6750
N: -1.135 0.435 -2.158  -0.3121
C: 0.037 1.090 -2.483  0.5292
N: 0.392 1.795 -1.374  -0.0983
C: 1.554 2.448 -1.373  -0.1754
C: 2.337 2.431 -2.505  -0.8731
C: 1.849 1.728 -3.607  -0.5226
N: 0.705 1.049 -3.613  -0.1376
H: -0.871 -4.644 -7.172  0.1961
H: -0.352 -3.365 -8.165  0.2205
H: -1.728 -4.289 -4.940  0.3163
H: -2.465 -2.657 -3.241  0.5207
H: -1.099 0.557 -5.729  0.4957
H: -0.380 -1.065 -7.442  0.3505
H: 1.823 2.987 -0.474  0.5274
H: 3.277 2.958 -2.546  0.4650
H: 2.412 1.710 -4.533  0.4823
C: 4.153 -6.445 1.555  -0.4681
C: 4.537 -5.855 0.360  -0.7225
C: 3.713 -4.916 -0.246  -0.3794
C: 2.499 -4.562 0.339  0.1740
C: 2.120 -5.165 1.539  -0.1759
C: 2.944 -6.100 2.146  -0.7900
Ge: 1.362 -3.236 -0.484  1.4128
C: 2.092 -2.511 -2.131  0.0574
C: 3.274 -1.767 -2.119  -0.2525
C: 3.848 -1.339 -3.309  -0.9513
C: 3.239 -1.638 -4.523  -0.7727
C: 2.056 -2.360 -4.546  -0.0869
C: 1.488 -2.796 -3.356  -0.4224
C: -0.487 -3.783 -0.599  -0.1785
C: -1.491 -2.834 -0.796  0.7327
C: -2.824 -3.211 -0.812  -0.6304
C: -3.166 -4.547 -0.651  -0.7238
C: -2.175 -5.503 -0.471  -0.7635
C: -0.839 -5.122 -0.438  -0.8568
H: 4.795 -7.176 2.028  0.4062
H: 5.477 -6.125 -0.101  0.4142
H: 4.020 -4.459 -1.180  0.3120
H: 1.175 -4.908 2.006  0.4560
H: 2.644 -6.562 3.077  0.4033
H: 3.778 -1.552 -1.183  0.4751
H: 4.782 -0.791 -3.289  0.4431
H: 3.692 -1.315 -5.452  0.4562
H: 1.582 -2.600 -5.491  0.3333
H: 0.568 -3.371 -3.387  0.5281
H: -1.242 -1.790 -0.940  0.5295
H: -3.590 -2.460 -0.960  0.3388
H: -4.207 -4.845 -0.667  0.4269
H: -2.441 -6.545 -0.346  0.4296
H: -0.073 -5.871 -0.276  0.4836
C: 1.007 1.400 2.830  -1.1834
C: -0.492 1.218 2.749  -0.2173
O: -1.113 1.992 1.684  -0.4189
C: -1.046 3.425 1.897  -0.2732
C: -1.885 4.169 0.889  -1.2640
H: 1.396 0.742 3.608  0.4348
H: 1.285 2.419 3.095  0.4574
H: 1.492 1.125 1.894  0.0954
H: -0.979 1.519 3.679  0.4968
H: -0.762 0.186 2.536  0.2074
H: -0.001 3.737 1.840  0.3075
H: -1.403 3.600 2.913  0.3868
H: -1.534 4.005 -0.131  0.2741
H: -1.807 5.235 1.101  0.4484
H: -2.931 3.879 0.945  0.2684
C: -4.900 0.268 0.917  -1.3925
C: -3.518 0.570 0.490  0.8118
O: -2.525 -0.211 0.673  -0.7580
O: -3.192 1.632 -0.128  -0.8700
H: -4.899 -0.085 1.947  0.3536
H: -5.281 -0.532 0.281  0.2996
H: -5.530 1.146 0.806  0.4075
F: 0.595 -1.739 1.871  -0.2868
C: 1.387 -1.643 0.785  0.2514
F: 2.613 -1.335 1.246  -0.2703
F: 0.937 -0.526 0.113  0.1153

Results
Kohn-Sham gap (spin up / spin down): 6.89 / 6.77 eV
Energy relative to the best compared isomer or geometry (same formula, charge and spin): 180.3 kJ/mol
Total energy: -4816.3185 Ha
HOMO level (spin up / spin down): -10.53 / -10.55 eV
Maximum force: 0.0216 hartree/bohr
M: 945.605 g/mol
Charge: +1
Spin multiplicity: 2



Entry 4:
Formula: C4H8NPS
Source: OMol25
Level of theory: wB97M-V/def2-TZVPD

Last column: Mulliken charge in e.
Atoms and positions in Å:
C: 0.231 0.909 0.213  -1.1503
C: -1.035 1.651 -0.430  -0.5701
C: 0.435 -0.560 -0.290  0.5048
C: 1.505 -1.380 0.541  -1.3073
N: -0.691 -1.474 -0.281  -0.4520
P: -2.305 -1.083 0.021  0.1715
S: -2.594 1.011 0.281  -0.1710
H: 1.063 1.471 0.133  0.5386
H: -0.094 0.779 1.185  0.4713
H: -1.157 2.738 -0.424  0.3705
H: -1.163 1.288 -1.493  0.2550
H: 0.702 -0.555 -1.377  0.2353
H: 1.974 -2.073 -0.232  0.2706
H: 0.971 -2.004 1.078  0.4794
H: 2.159 -0.717 1.076  0.3536

Results
Kohn-Sham gap: 8.61 eV
Energy relative to the best compared isomer or geometry (same formula, charge and spin): 96.6 kJ/mol
Total energy: -951.4537 Ha
HOMO level: -8.90 eV
Maximum force: 0.1146 hartree/bohr
M: 133.156 g/mol
SMILES: C[C@@H]1CCSP=N1
Charge: 0



Entry 5:
Formula: C13H15OS
Source: OMol25
Level of theory: wB97M-V/def2-TZVPD

Last column: Mulliken charge in e.
Atoms and positions in Å:
C: -0.187 5.296 1.094  -0.7161
S: -0.917 3.862 0.250  -0.0378
C: 0.307 2.630 0.699  -0.6092
C: -0.396 1.271 0.978  0.7381
C: 0.522 0.292 1.681  -1.3092
O: -1.609 1.203 0.880  -0.6540
H: -1.018 5.808 1.607  0.2557
H: 0.581 5.007 1.826  0.2565
H: 0.232 5.955 0.324  0.2228
H: 1.008 2.508 -0.139  0.2344
H: 0.834 2.986 1.595  0.4215
H: 0.868 0.765 2.611  0.5135
H: -0.009 -0.628 1.934  0.3395
H: 1.421 0.068 1.083  0.1818
C: -0.336 -0.294 -0.695  -0.4642
C: -1.768 -0.478 -0.829  -0.7581
C: -2.043 -1.853 -0.826  -1.0462
C: -0.820 -2.584 -0.827  0.3944
C: 0.265 -1.620 -0.749  0.3060
C: 1.576 -2.040 -0.984  -0.4946
C: 1.810 -3.397 -1.249  -0.5017
C: 0.757 -4.329 -1.304  -0.4180
C: -0.555 -3.926 -1.113  -0.5413
H: 0.299 0.573 -0.903  0.7105
H: -2.561 0.271 -0.912  0.3889
H: -3.039 -2.304 -0.915  0.3161
H: 2.377 -1.301 -1.015  0.3237
H: 2.829 -3.741 -1.420  0.3193
H: 0.973 -5.386 -1.504  0.3193
H: -1.402 -4.614 -1.179  0.3084

Results
Kohn-Sham gap: 5.11 eV
Energy relative to the best compared isomer or geometry (same formula, charge and spin): 21.2 kJ/mol
Total energy: -977.7428 Ha
HOMO level: -2.25 eV
Maximum force: 0.0563 hartree/bohr
M: 219.329 g/mol
Charge: -1